[1]
A molecular structure, C12H14AgCl2N2 at a distorted geometry, computed with wB97M-V/def2-TZVPD.

```
31
Properties=species:S:1:pos:R:3
Ag -10.5146 3.5171 1.2910
C -3.3981 1.5108 -1.7340
N -2.0837 1.1441 -1.1237
C -0.9711 1.2794 -1.8958
C 0.2579 0.7316 -1.4630
C 0.3352 0.0480 -0.2581
C -0.8571 -0.0298 0.5594
C -2.0429 0.5193 0.0566
C 1.5968 -0.5157 0.3048
C 1.6363 -1.7900 0.8660
C 2.8366 -2.4646 1.0748
N 3.9980 -1.7656 0.8080
C 3.9812 -0.4751 0.3524
C 2.8172 0.1995 0.0876
C 5.2987 -2.4751 1.2146
H -3.1599 2.4268 -2.2746
H -4.0713 1.6629 -0.8903
H -3.6432 0.6581 -2.3671
H -0.9831 1.5431 -2.9430
H 1.1187 0.8038 -2.1113
H -0.8613 -0.5222 1.5206
H -3.0145 0.3992 0.5128
H 0.7064 -2.2785 1.1171
H 3.0635 -3.4618 1.4219
H 4.9798 -0.1019 0.1792
H 2.8560 1.0791 -0.5378
H 5.3276 -3.4884 0.8138
H 5.3676 -2.4085 2.3004
H 6.0531 -1.8886 0.6904
Cl -8.9868 -0.3955 1.7868
Cl -7.6430 6.5384 0.6403
```

Computed properties:
* gap between HOMO and LUMO: 1.158 eV
* highest occupied orbital energy: -7.9 eV
* E_LUMO: -6.70 eV
* total charge: +1

[2]
2 unconnected molecules or ions with the total composition C2H3NS at a distorted geometry, computed with wB97M-V/def2-TZVPD.

```
7
Properties=species:S:1:pos:R:3
C -0.1685 0.0174 -1.0578
C 0.3185 -1.0835 -1.2078
N -0.4342 0.5622 1.4131
S 0.9309 1.1589 1.0093
H -0.7186 0.8312 -0.7480
H 0.7026 -1.8739 -1.7688
H -0.6307 0.3877 2.3600
```

Computed properties:
* gap between HOMO and LUMO (alpha / beta): 7.183 / 7.218 eV
* highest occupied orbital energy (alpha / beta): -8.4 / -8.4 eV
* structure (SMILES): C#C.N=S
* E_LUMO (alpha / beta): -1.24 / -1.15 eV
* total charge: 0

[3]
A molecular structure, C13H10Br2N4NiO2S at a distorted geometry, computed with wB97M-V/def2-TZVPD.

```
33
Properties=species:S:1:pos:R:3
Ni -0.8196 -0.9192 -0.3730
Br 1.0613 -0.0295 4.2606
C 1.9962 -0.5164 2.6325
C 3.3846 -0.6159 2.4910
C 4.0604 -0.8213 1.3167
Br 5.9409 -0.8546 1.4036
C 3.2857 -1.0300 0.1985
C 3.8030 -1.4441 -1.0312
C 3.0239 -1.8414 -2.0877
C 1.6364 -1.6751 -1.9045
N 1.1243 -1.2750 -0.7756
C 1.8582 -1.0577 0.3243
C 1.1746 -0.7830 1.5572
O -0.1321 -0.8302 1.6355
H 3.9433 -0.4557 3.3686
H 4.8950 -1.3649 -1.1201
H 3.3976 -2.2169 -3.0470
H 0.8688 -1.8548 -2.7142
N -2.5469 -1.5197 -0.9462
C -3.6769 -1.2597 -1.1361
N -4.9564 -1.0355 -1.2488
C -5.5241 0.0055 -1.8544
N -6.2335 0.7682 -2.3655
C -2.6664 1.4483 1.1783
S -1.2041 2.0778 0.3428
C -1.9362 3.3236 -0.7834
O -0.6616 1.0112 -0.6123
H -3.0580 2.2463 1.8498
H -2.3673 0.6894 1.9080
H -3.3443 1.1561 0.4365
H -2.7924 3.8689 -0.2026
H -2.4160 2.8233 -1.6134
H -1.1185 3.9823 -1.0878
```

Computed properties:
* spin multiplicity: 3
* gap between HOMO and LUMO (alpha / beta): 7.604 / 7.269 eV
* highest occupied orbital energy (alpha / beta): -8.1 / -8.1 eV
* E_LUMO (alpha / beta): -0.52 / -0.85 eV
* total charge: 0

[4]
2 unconnected molecules or ions with the total composition C5H13NO2 at a distorted geometry, computed with wB97M-V/def2-TZVPD.

```
21
Properties=species:S:1:pos:R:3
N -1.0528 -1.0054 0.6200
C -1.3967 -1.3853 -0.7685
C -0.3018 -0.7988 -1.6453
C 0.7499 -0.1789 -0.7050
C 0.3673 -0.7077 0.6857
C 0.6396 0.3562 1.7836
O 1.8902 1.0095 1.4446
H -1.2971 -1.7893 1.2128
H -2.4022 -1.0083 -0.9695
H -1.4896 -2.4654 -0.9424
H -0.7606 -0.1043 -2.3505
H 0.1797 -1.5418 -2.2571
H 1.7623 -0.4427 -1.0012
H 0.7522 0.9000 -0.7453
H 0.9922 -1.5729 0.9238
H -0.1992 1.0381 1.8832
H 0.9540 -0.2081 2.6521
H 1.8485 1.9477 1.6341
H 0.3600 2.6304 -0.4838
H -1.0826 2.2889 -0.3743
O -0.5133 3.0380 -0.5968
```

Computed properties:
* gap between HOMO and LUMO: 9.882 eV
* highest occupied orbital energy: -9.1 eV
* structure (SMILES): OC[C@@H]1CCCN1.O
* E_LUMO: 0.81 eV
* total charge: 0

[5]
2 unconnected molecules or ions with the total composition C3H2ClF4NO at a distorted geometry, computed with wB97M-V/def2-TZVPD.

```
12
Properties=species:S:1:pos:R:3
C -0.6510 0.2271 -1.0136
C -0.8573 -0.1568 0.4500
C 1.0504 -0.9624 1.0000
N -0.1359 1.4601 -1.2030
O -0.6803 -0.6618 -1.8205
F -1.1616 0.8087 1.2680
F -1.7503 -1.1450 0.6411
F 2.0333 0.0276 0.8370
F 0.9554 -1.1395 2.3434
Cl 1.2498 -2.3497 0.0242
H -0.1070 1.9663 -0.4236
H 0.0545 1.9252 -2.1029
```

Computed properties:
* gap between HOMO and LUMO: 10.205 eV
* highest occupied orbital energy: -10.0 eV
* E_LUMO: 0.22 eV
* total charge: 0

[6]
A molecular structure, C27H35Br2ClFN5O11P at a distorted geometry, computed with wB97M-V/def2-TZVPD.

```
83
Properties=species:S:1:pos:R:3
C 6.3505 -0.6543 1.2137
O 5.8004 0.6568 1.4416
C 4.6080 0.8259 0.6167
C 3.4233 1.0327 1.6217
C 2.0582 1.5127 1.0329
N 1.2690 0.6060 0.1442
N 1.0720 -0.6805 0.7982
C 1.9213 -1.5847 0.8494
O 2.8882 -2.2742 0.7888
C 1.8278 0.5051 -1.2738
C 2.2032 1.8156 -1.9801
O 3.4105 2.1014 -2.0795
N 1.3182 2.8007 -2.6296
C 1.9572 4.0844 -2.4725
O 2.1476 4.6399 -1.4471
F 2.4162 4.7104 -3.6274
C 0.9783 -0.4995 -2.2168
Br 2.0492 -2.2072 -2.3950
P 1.1372 0.0267 -4.0881
O 1.1646 -1.3797 -5.0464
Br -0.6777 1.1072 -4.8369
N -0.4092 -0.7040 -1.7664
C -0.8253 -2.0267 -1.3643
C -2.2708 -2.3467 -0.8709
C -2.2784 -3.8864 -0.4690
Cl -3.9632 -4.2745 0.0878
C -0.9029 0.5365 -1.2129
C -2.4789 0.7766 -1.2781
C -3.1430 0.2841 -2.6239
C -4.6742 0.0085 -2.3082
N -5.2775 -1.2289 -2.7284
O -5.2925 0.8696 -1.7255
C -0.2121 1.1019 0.1422
C -0.3547 2.6645 -0.0002
C -0.8752 3.4431 1.2661
O -2.0596 3.6212 1.3668
O 0.0312 3.9361 2.1903
C -1.0826 0.5397 1.3178
C -0.7579 0.7477 2.8175
C 0.3391 0.1808 3.5958
C 0.5542 0.4231 5.0229
C -0.3598 1.2500 5.7909
C -1.4968 1.7987 5.0651
C -1.6692 1.5642 3.6561
H 6.6233 -0.7335 0.1303
H 5.5644 -1.4185 1.4480
H 7.2344 -0.7597 1.8837
H 4.7714 1.7737 0.0514
H 4.5447 -0.0937 -0.0119
H 3.7626 1.8676 2.3018
H 3.3564 0.1475 2.3188
H 2.3386 2.4985 0.5594
H 1.4655 1.8666 1.9200
H 2.8116 -0.0327 -1.1944
H 1.3171 2.6915 -3.6566
H 0.2664 -1.7645 -5.0528
H -0.1554 -2.5257 -0.5991
H -0.7351 -2.7086 -2.2663
H -3.0683 -2.2629 -1.6581
H -2.6362 -1.8023 0.0289
H -1.9978 -4.5206 -1.3489
H -1.5766 -4.0006 0.3890
H -0.5945 1.3228 -1.9769
H -3.0213 0.2281 -0.4592
H -2.7745 1.8424 -1.1556
H -3.1434 1.1365 -3.3551
H -2.6763 -0.6373 -3.0414
H -5.5005 -1.7544 -1.8719
H -4.5398 -1.7409 -3.2219
H -1.0821 2.9843 -0.7959
H 0.5615 3.2286 -0.2975
H -0.0326 3.4237 3.0205
H -2.0702 1.0859 1.2240
H -1.4058 -0.5314 1.1951
H 1.0724 -0.4928 3.1150
H 1.4323 -0.0428 5.5318
H -0.2521 1.4627 6.8780
H -2.2430 2.4105 5.6252
H -2.5685 2.0219 3.1715
C -3.7662 -7.6691 0.1953
O -4.8162 -8.3180 0.3217
O -3.1535 -7.0847 1.1400
O -3.1478 -7.4931 -0.9047
```

Computed properties:
* gap between HOMO and LUMO: 1.551 eV
* highest occupied orbital energy: -2.1 eV
* E_LUMO: -0.54 eV
* total charge: -1

In order of appearance, ΔE to the lowest compared entry with this formula, charge and spin = 133.90; 106.51; 12.83; 41.27; 31.31; 0.00 kcal/mol.